Entry 1:
Density functional theory data (the ωB97M-V functional and the def2-TZVPD basis) for C29H70N13OTi as an isolated structure.

Geometry as XYZ:
```
114
Properties=species:S:1:pos:R:3:forces:R:3
Ti 0.410 0.582 0.453 0.5 -0.1 -0.4
C 3.010 5.220 -1.586 -0.1 0.0 0.0
N 2.150 4.519 -0.618 0.0 0.0 0.1
C 1.483 5.441 0.309 0.1 0.0 0.0
C 2.045 3.188 -0.606 -0.2 -0.2 0.2
N 0.930 2.508 -0.268 -0.2 0.2 -0.1
C -0.340 3.279 -0.295 0.1 0.0 0.0
C -1.501 2.412 -0.729 0.0 0.0 0.1
N -1.685 1.204 0.137 -0.2 0.2 0.0
C -2.168 1.596 1.490 0.0 0.1 0.1
C -1.514 0.743 2.559 0.0 0.1 0.0
N -0.038 0.888 2.473 -0.4 0.0 0.1
C 0.626 1.043 3.624 0.0 -0.1 -0.1
N 0.147 0.640 4.813 0.2 -0.1 0.0
C -0.624 -0.589 4.992 0.0 0.0 0.0
C 0.368 1.401 6.049 0.0 0.0 0.0
N 1.872 1.615 3.569 -0.1 0.1 0.2
C 2.042 2.902 2.896 0.0 0.0 0.0
C 2.880 1.359 4.600 0.0 0.0 0.0
C -2.743 0.391 -0.551 -0.1 0.1 0.0
C -3.175 -0.908 0.101 0.0 -0.1 -0.3
N -2.124 -1.914 -0.001 0.0 0.1 0.1
C -2.468 -3.179 -0.119 0.3 0.0 0.1
N -3.630 -3.717 0.284 0.0 0.0 0.0
C -4.364 -3.217 1.443 0.0 0.0 0.0
C -4.262 -4.861 -0.381 0.0 0.0 0.0
N -1.474 -4.008 -0.655 -0.4 -0.1 0.0
C -1.170 -3.841 -2.074 0.2 0.0 0.0
C -1.355 -5.389 -0.189 0.0 0.0 0.0
N 3.152 2.438 -0.949 0.1 0.2 -0.2
C 4.506 2.953 -0.693 0.0 0.0 0.0
C 3.047 1.501 -2.077 0.0 0.0 0.0
H 2.437 6.058 -1.980 0.0 0.0 0.0
H 3.265 4.567 -2.414 0.0 0.0 0.0
H 3.912 5.609 -1.116 0.0 0.0 0.0
H 2.246 6.100 0.724 0.0 0.0 0.0
H 1.012 4.912 1.126 0.0 0.0 0.1
H 0.746 6.055 -0.208 0.0 0.0 0.0
H -0.268 4.109 -0.999 0.0 0.0 0.0
H -0.554 3.716 0.683 0.0 0.0 0.0
H -1.339 2.070 -1.751 0.0 0.0 0.0
H -2.417 3.011 -0.722 0.0 0.0 0.0
H -3.256 1.510 1.554 0.0 0.0 -0.1
H -1.921 2.640 1.677 0.0 0.0 0.0
H -1.804 -0.305 2.416 0.0 0.0 0.0
H -1.893 1.064 3.529 0.0 0.0 0.0
H -0.668 -1.152 4.064 0.0 0.0 0.0
H -1.638 -0.382 5.332 0.0 0.0 0.0
H -0.132 -1.199 5.751 0.0 0.0 0.0
H 0.734 2.397 5.821 0.0 0.0 0.0
H 1.058 0.895 6.724 0.0 0.0 0.0
H -0.592 1.504 6.554 0.0 0.0 0.0
H 1.313 2.992 2.099 0.0 0.0 0.0
H 3.046 2.966 2.474 0.0 0.0 0.0
H 1.920 3.726 3.605 0.0 0.0 0.0
H 3.858 1.319 4.117 0.0 0.0 0.0
H 2.685 0.409 5.092 0.0 0.0 0.0
H 2.921 2.146 5.354 0.0 0.0 0.0
H -2.394 0.179 -1.559 0.0 0.0 0.0
H -3.618 1.043 -0.646 0.0 0.0 0.0
H -4.055 -1.219 -0.473 0.0 0.0 0.1
H -3.537 -0.731 1.119 0.1 0.0 0.0
H -3.675 -2.754 2.148 0.0 0.0 0.0
H -4.827 -4.070 1.937 0.0 0.0 0.0
H -5.152 -2.513 1.176 0.0 0.0 0.0
H -3.790 -5.063 -1.336 0.0 0.0 0.0
H -5.305 -4.610 -0.573 0.0 0.0 0.0
H -4.228 -5.751 0.247 0.0 0.0 0.0
H -1.854 -4.405 -2.717 0.0 0.0 0.0
H -0.159 -4.198 -2.278 0.0 0.0 0.0
H -1.238 -2.790 -2.344 -0.1 0.0 0.0
H -1.910 -6.111 -0.790 0.0 0.0 0.0
H -1.694 -5.465 0.843 0.0 0.0 0.0
H -0.304 -5.680 -0.233 0.0 0.0 0.0
H 4.482 3.673 0.121 0.0 0.0 0.0
H 4.960 3.417 -1.568 0.0 0.0 0.0
H 5.139 2.116 -0.394 0.0 0.0 0.0
H 2.572 0.563 -1.788 -0.1 0.0 -0.1
H 4.053 1.281 -2.429 0.0 0.0 0.0
H 2.493 1.942 -2.905 0.0 0.0 0.0
N 3.916 -3.446 3.289 0.0 -0.1 0.0
C 3.103 -2.504 2.409 0.0 0.0 0.0
C 4.077 -1.683 1.562 0.0 0.0 0.0
C 3.397 -0.940 0.405 0.0 0.0 0.1
N 2.585 0.239 0.859 0.3 0.0 0.0
C 2.543 -1.908 -0.399 0.0 0.1 0.0
C 1.458 -2.550 0.457 0.0 0.0 0.0
N 0.461 -1.556 0.967 0.1 -0.2 0.1
C 2.113 -3.341 1.598 0.0 0.0 0.0
H 4.585 -2.944 3.883 0.0 0.0 0.0
H 4.461 -4.100 2.713 0.0 0.0 0.0
H 3.322 -4.012 3.905 0.0 0.0 0.0
H 2.576 -1.861 3.120 0.0 0.0 0.0
H 4.814 -2.356 1.110 0.0 0.0 0.0
H 4.636 -0.986 2.193 0.0 0.0 0.0
H 4.197 -0.562 -0.233 0.0 0.0 0.0
H 2.958 1.071 0.387 0.0 0.0 0.1
H 2.719 0.419 1.855 -0.1 0.0 0.0
H 3.179 -2.698 -0.805 0.0 0.0 0.0
H 2.100 -1.396 -1.251 0.0 -0.1 0.0
H 0.900 -3.267 -0.148 0.0 0.0 0.0
H 0.439 -1.582 1.985 0.0 0.0 -0.1
H -0.507 -1.846 0.661 -0.1 0.0 -0.1
H 2.642 -4.182 1.139 0.0 0.0 0.0
H 1.349 -3.769 2.253 0.0 0.0 0.0
C 0.680 -0.882 -3.906 0.0 0.0 0.0
C -0.015 0.092 -2.989 0.1 0.0 0.1
O 0.113 -0.306 -1.582 -0.1 -0.3 0.1
H 0.496 -0.598 -4.942 0.0 0.0 0.0
H 1.759 -0.893 -3.747 0.0 0.0 0.0
H 0.296 -1.893 -3.776 0.0 0.0 0.0
H -1.077 0.177 -3.224 0.0 0.0 0.0
H 0.421 1.085 -3.041 0.0 0.1 0.0
H -0.424 -1.116 -1.451 -0.1 0.2 0.1
```
Forces are in eV/Å.

- expectation value of S² = 0.75
- highest occupied orbital energy (alpha / beta) (Ha) = -0.6543 / -0.6543
- frontier orbital gap (alpha / beta) (eV) = 7.6 / 7.9
- net charge = +4
- spin multiplicity = 2
- LUMO (alpha / beta) (eV) = -10.24 / -9.90

These are the Löwdin partial charges, in e, on atoms 1 to 99:
1. Ti 1.112
2. C 0.003
3. N -0.102
4. C -0.005
5. C -0.370
6. N -0.019
7. C -0.187
8. C -0.144
9. N -0.221
10. C -0.134
11. C -0.181
12. N -0.035
13. C -0.367
14. N -0.127
15. C -0.017
16. C 0.000
17. N -0.158
18. C -0.025
19. C -0.038
20. C -0.142
21. C -0.204
22. N 0.037
23. C -0.388
24. N -0.119
25. C -0.024
26. C -0.008
27. N -0.174
28. C -0.043
29. C -0.053
30. N -0.178
31. C -0.030
32. C -0.008
33. H 0.117
34. H 0.101
35. H 0.108
36. H 0.118
37. H 0.067
38. H 0.114
39. H 0.139
40. H 0.102
41. H 0.118
42. H 0.156
43. H 0.146
44. H 0.128
45. H 0.101
46. H 0.135
47. H 0.073
48. H 0.112
49. H 0.109
50. H 0.101
51. H 0.105
52. H 0.115
53. H 0.047
54. H 0.100
55. H 0.117
56. H 0.096
57. H 0.092
58. H 0.105
59. H 0.107
60. H 0.147
61. H 0.141
62. H 0.099
63. H 0.089
64. H 0.108
65. H 0.100
66. H 0.089
67. H 0.112
68. H 0.106
69. H 0.105
70. H 0.096
71. H 0.063
72. H 0.093
73. H 0.101
74. H 0.089
75. H 0.101
76. H 0.102
77. H 0.098
78. H 0.049
79. H 0.115
80. H 0.108
81. N 0.242
82. C -0.265
83. C -0.076
84. C -0.296
85. N 0.039
86. C -0.097
87. C -0.294
88. N 0.005
89. C -0.080
90. H 0.186
91. H 0.186
92. H 0.187
93. H 0.148
94. H 0.147
95. H 0.135
96. H 0.150
97. H 0.056
98. H 0.076
99. H 0.150

Entry 2:
Density functional theory data (the ωB97M-V functional and the def2-TZVPD basis) for a 8-piece molecular cluster, C29H71N3O8 overall at a distorted geometry.

Geometry as XYZ:
```
111
Properties=species:S:1:pos:R:3:forces:R:3
C 2.017 -2.536 2.651 0.0 0.1 -0.1
C 1.064 -2.292 3.820 -1.5 0.2 -0.7
C 0.079 -3.481 3.964 0.8 -0.5 0.2
C 1.834 -2.182 5.117 0.5 -0.1 1.1
C 2.437 -0.809 5.422 -0.7 -0.2 -0.7
C 1.309 0.218 5.349 0.2 0.2 0.5
C 0.540 0.307 4.042 -0.4 -0.1 -0.9
C -0.748 1.126 4.381 0.7 -0.2 0.3
C 1.324 1.020 2.904 0.0 -0.7 0.4
N 0.163 -1.082 3.669 -0.3 -0.1 1.1
O -0.605 -1.062 2.479 1.3 0.2 -0.5
H 1.501 -2.752 1.713 -0.2 0.2 0.1
H 2.639 -1.648 2.490 0.2 -0.4 0.0
H 2.614 -3.433 2.876 0.1 0.4 -0.1
H 0.609 -4.461 4.014 -0.1 0.6 -0.3
H -0.419 -3.401 4.927 -0.4 0.2 -0.1
H -0.645 -3.517 3.147 0.1 0.0 0.1
H 1.194 -2.412 5.983 -0.1 0.0 -0.3
H 2.592 -2.982 5.100 -0.1 0.3 0.0
H 2.892 -0.802 6.420 0.0 0.0 -0.3
H 3.188 -0.557 4.678 0.3 0.1 0.0
H 1.736 1.207 5.540 -0.2 0.0 0.2
H 0.532 -0.011 6.098 0.5 0.1 0.1
H -1.366 1.406 3.536 0.0 -0.1 -0.3
H -0.426 2.036 4.896 0.1 0.2 -0.3
H -1.349 0.608 5.129 -0.1 -0.3 -0.2
H 0.821 0.841 1.952 0.1 0.1 0.1
H 2.333 0.609 2.816 0.0 0.1 0.0
H 1.409 2.093 3.059 -0.1 0.0 0.1
H -1.463 -1.464 2.614 -0.5 -0.2 0.5
C -0.547 5.274 -3.196 0.7 0.8 -0.4
C -0.776 5.899 -1.805 1.0 0.6 -0.8
C -0.344 7.390 -1.848 -0.4 0.0 -0.3
C -2.271 5.741 -1.476 0.2 -0.4 -0.6
C -2.564 5.823 0.001 0.1 0.6 -0.1
C -1.739 4.757 0.671 -0.5 0.1 0.4
C -0.255 5.021 0.580 1.1 0.9 -0.3
C 0.228 6.353 1.283 -0.3 -1.4 0.0
C 0.400 3.807 1.227 -0.5 -0.4 0.5
N 0.032 5.090 -0.883 -0.1 -1.8 1.0
O 1.428 4.930 -1.160 -0.9 1.0 -0.1
H -0.807 4.225 -3.210 -0.3 -0.2 -0.1
H -1.013 5.842 -4.000 -0.8 -0.1 0.2
H 0.489 5.337 -3.519 0.4 -0.1 0.5
H 0.736 7.505 -1.936 0.1 -0.1 -0.1
H -0.793 7.867 -2.725 0.1 -0.1 0.0
H -0.661 7.994 -0.999 -0.1 -0.2 0.1
H -2.851 6.483 -2.022 0.2 0.2 -0.2
H -2.534 4.763 -1.926 -0.3 0.3 0.6
H -2.304 6.835 0.343 0.0 -0.2 0.1
H -3.624 5.731 0.194 -0.3 -0.3 0.0
H -1.919 3.850 0.086 0.0 -0.3 0.4
H -1.996 4.581 1.725 -0.1 0.1 -0.3
H 1.315 6.338 1.255 0.1 0.3 -0.2
H -0.036 6.455 2.348 -0.2 -0.3 -0.4
H -0.177 7.172 0.720 0.1 0.6 0.1
H -0.072 3.780 2.220 0.6 0.0 0.1
H 1.482 3.705 1.295 0.0 0.6 -0.1
H 0.060 2.878 0.775 -0.1 0.0 -0.4
H 1.838 5.803 -1.029 0.0 -0.1 0.0
C 1.911 -3.506 -3.749 -0.8 -0.4 -0.2
C 0.360 -3.431 -3.627 0.5 -0.8 1.9
C -0.097 -1.996 -3.758 -0.5 -0.1 0.2
C -0.439 -4.275 -4.619 0.2 -0.1 -1.3
C -0.475 -5.797 -4.368 1.1 0.5 0.6
C -0.905 -6.060 -2.903 0.6 0.6 -0.2
C -0.059 -5.297 -1.857 0.5 0.8 0.0
C -0.693 -5.374 -0.459 -0.2 -0.1 0.1
C 1.395 -5.820 -1.698 -0.3 0.2 -0.7
N -0.112 -3.853 -2.258 -1.0 -0.3 -0.1
O 0.438 -3.039 -1.226 0.5 -0.5 -0.5
H 2.335 -3.073 -2.844 0.1 0.1 -0.1
H 2.283 -4.533 -3.845 -0.1 0.3 0.0
H 2.216 -2.943 -4.626 0.2 0.1 0.0
H -1.189 -2.044 -3.817 0.0 0.4 0.0
H 0.183 -1.415 -2.881 0.2 0.1 -0.1
H 0.299 -1.553 -4.654 0.1 0.3 -0.4
H -1.466 -3.891 -4.638 0.1 -0.1 0.1
H 0.004 -4.029 -5.621 -0.5 -0.4 0.6
H -1.120 -6.336 -5.069 0.0 0.3 0.1
H 0.550 -6.160 -4.564 -0.3 -0.2 0.2
H -0.847 -7.120 -2.656 -0.3 -0.1 -0.1
H -1.919 -5.656 -2.809 -0.1 -0.4 0.1
H -0.048 -4.872 0.272 -0.1 -0.1 -0.2
H -0.817 -6.409 -0.113 0.0 0.1 -0.3
H -1.682 -4.894 -0.439 0.1 -0.1 -0.1
H 1.416 -6.591 -0.948 0.0 -0.5 0.3
H 2.019 -4.997 -1.331 0.0 -0.2 -0.2
H 1.785 -6.255 -2.635 0.0 0.4 0.4
H -0.286 -2.469 -0.928 0.2 0.2 -0.1
C -3.898 -2.079 0.475 1.2 0.2 -0.5
O -2.971 -2.475 1.523 -0.7 -0.1 -0.6
H -4.551 -1.295 0.840 -0.3 -0.3 0.4
H -3.321 -1.600 -0.330 0.0 -0.1 0.1
H -4.434 -2.921 0.003 0.0 0.2 0.6
H -2.340 -3.076 1.103 -0.1 0.1 0.1
C 2.935 -0.083 -1.263 0.7 -0.2 0.0
O 2.699 1.136 -0.594 -0.9 0.0 0.2
H 2.058 -0.721 -1.426 -0.1 0.2 0.2
H 3.380 0.154 -2.230 0.2 -0.3 -0.3
H 3.657 -0.658 -0.661 -0.2 0.1 -0.3
H 1.846 1.465 -0.929 0.3 0.2 0.1
O 0.167 2.146 -1.685 -0.3 -1.2 -0.4
H -0.443 1.809 -2.371 0.2 0.4 0.3
H -0.020 3.079 -1.564 -0.1 0.7 0.2
O -1.999 0.942 -3.409 -0.1 0.2 0.0
H -1.833 0.054 -3.077 -0.1 -0.2 0.0
H -2.960 1.060 -3.436 0.4 -0.1 0.1
O -0.600 -0.672 -0.233 -0.3 -0.5 -0.5
H -0.365 -0.629 0.697 0.0 -0.2 0.7
H -0.579 0.228 -0.537 0.1 0.8 -0.3
```
Forces are in eV/Å.

- highest occupied orbital energy (Ha) = -0.2946
- frontier orbital gap (eV) = 8.3
- SMILES = CC1(C)CCCC(C)(C)N1O.CC1(C)CCCC(C)(C)N1O.CC1(C)CCCC(C)(C)N1O.CO.CO.O.O.O
- LUMO (eV) = 0.29

These are the Löwdin partial charges, in e, on atoms 1 to 99:
1. C -0.017
2. C -0.494
3. C -0.028
4. C -0.158
5. C -0.164
6. C -0.156
7. C -0.488
8. C -0.032
9. C -0.011
10. N -0.066
11. O -0.054
12. H 0.074
13. H 0.078
14. H 0.088
15. H 0.096
16. H 0.077
17. H 0.065
18. H 0.118
19. H 0.124
20. H 0.115
21. H 0.103
22. H 0.124
23. H 0.123
24. H 0.072
25. H 0.080
26. H 0.079
27. H 0.064
28. H 0.076
29. H 0.067
30. H 0.072
31. C -0.032
32. C -0.496
33. C -0.024
34. C -0.137
35. C -0.176
36. C -0.150
37. C -0.488
38. C 0.003
39. C -0.048
40. N -0.126
41. O 0.002
42. H 0.069
43. H 0.088
44. H 0.084
45. H 0.080
46. H 0.085
47. H 0.065
48. H 0.124
49. H 0.123
50. H 0.112
51. H 0.111
52. H 0.125
53. H 0.130
54. H 0.078
55. H 0.092
56. H 0.038
57. H 0.084
58. H 0.093
59. H 0.068
60. H 0.095
61. C -0.012
62. C -0.500
63. C -0.042
64. C -0.142
65. C -0.166
66. C -0.125
67. C -0.493
68. C -0.047
69. C -0.027
70. N -0.090
71. O -0.070
72. H 0.076
73. H 0.066
74. H 0.079
75. H 0.080
76. H 0.067
77. H 0.089
78. H 0.110
79. H 0.135
80. H 0.107
81. H 0.102
82. H 0.118
83. H 0.117
84. H 0.075
85. H 0.089
86. H 0.077
87. H 0.068
88. H 0.084
89. H 0.074
90. H 0.056
91. C -0.121
92. O -0.139
93. H 0.077
94. H 0.062
95. H 0.082
96. H 0.059
97. C -0.170
98. O -0.138
99. H 0.053

Values of energy relative to the best compared isomer or geometry (same formula, charge and spin), in order: 0.081 0.774, all in eV.